Record 1
{
  "formula": "C4H12",
  "method": "wB97M-V/def2-TZVPD",
  "elements": ["C", "C", "C", "C", "H", "H", "H", "H", "H", "H", "H", "H", "H", "H", "H", "H"],
  "positions_angstrom": [[1.57, -1.75, 0.94], [-1.86, 1.40, -0.02], [1.04, -2.10, -0.57], [-0.76, 2.38, -0.40], [-0.18, 2.88, 0.48], [0.82, -3.16, -0.69], [-1.53, 0.91, 0.86], [0.79, -1.22, 1.40], [-2.80, 2.05, 0.30], [-2.04, 0.77, -0.89], [0.12, -1.49, -0.65], [1.79, -2.77, 1.48], [1.68, -1.79, -1.34], [2.58, -1.05, 1.11], [0.01, 1.97, -1.00], [-1.21, 3.27, -0.79]],
  "de_lowest_kcal_mol": 29.87,
  "largest_force_ev_per_a": 3.85,
  "lumo_energy_ev": 1.09,
  "orbital_gap_ev": 12.64,
  "energy_ev": -4341.2331,
  "e_homo_ev": -11.55
}

---

Record 2
{
  "formula": "C29H33N7OSe2Ti",
  "method": "wB97M-V/def2-TZVPD",
  "elements": ["Se", "Se", "Ti", "O", "N", "N", "N", "N", "N", "N", "N", "C", "C", "C", "C", "C", "C", "C", "C", "C", "C", "C", "C", "C", "C", "C", "C", "C", "C", "C", "C", "C", "C", "C", "C", "C", "C", "C", "C", "C", "H", "H", "H", "H", "H", "H", "H", "H", "H", "H", "H", "H", "H", "H", "H", "H", "H", "H", "H", "H", "H", "H", "H", "H", "H", "H", "H", "H", "H", "H", "H", "H", "H"],
  "positions_angstrom": [[0.17, 0.54, -0.67], [0.98, 4.64, 2.77], [-0.79, -1.60, -0.38], [0.52, -2.65, 0.01], [1.10, 5.48, 0.02], [-1.37, 0.19, 3.63], [3.14, 5.14, 0.92], [-2.85, -1.98, -0.15], [-3.64, -1.64, 0.93], [-1.28, -2.42, -2.23], [-1.58, -1.11, 1.71], [1.13, -4.10, 1.82], [4.20, 4.81, 1.85], [2.68, 1.17, -2.09], [-2.96, -1.14, 1.88], [-1.01, -3.24, -4.42], [2.08, -4.34, -0.57], [2.84, -2.48, 0.86], [-0.48, -2.71, -3.27], [-3.44, -2.40, -1.24], [1.77, 5.03, 1.15], [1.34, 0.76, -2.18], [1.64, -3.38, 0.52], [-2.39, -3.60, -4.55], [3.26, 5.53, -0.40], [0.73, 0.51, -3.45], [-0.88, -0.46, 2.60], [-2.77, 0.14, 3.98], [-5.48, -0.22, 4.43], [-3.37, 0.70, 5.12], [-3.21, -3.33, -3.50], [-0.38, 5.63, -0.08], [-3.56, -0.50, 3.02], [-4.72, 0.53, 5.34], [2.03, 5.73, -0.94], [3.43, 1.25, -3.25], [-2.63, -2.73, -2.33], [1.56, 0.57, -4.57], [2.91, 0.92, -4.50], [-4.94, -0.73, 3.27], [4.79, 3.99, 1.46], [-0.31, 0.21, -3.47], [4.26, 5.62, -0.85], [-2.71, -4.13, -5.46], [4.47, 1.47, -3.07], [2.25, -3.83, -1.53], [1.77, -4.82, 2.33], [2.92, -5.04, -0.45], [-4.53, -2.45, -1.20], [-0.32, -3.43, -5.27], [-5.56, -1.40, 2.60], [1.72, 6.16, -1.90], [3.09, 1.28, -1.09], [1.24, 0.18, -5.54], [-4.29, -3.47, -3.57], [-0.84, 0.32, 4.48], [-5.14, 0.88, 6.26], [-0.77, 5.24, 0.87], [-2.66, 1.11, 5.84], [0.89, -3.28, 2.55], [3.59, 0.84, -5.35], [0.17, -0.31, 2.40], [-6.50, -0.48, 4.76], [4.78, 5.68, 2.03], [3.36, -2.15, -0.01], [1.20, -4.97, -0.94], [2.50, -1.66, 1.50], [-0.78, 5.08, -0.90], [0.22, -4.67, 1.58], [-0.63, 6.68, -0.21], [3.59, -3.01, 1.49], [0.61, -2.61, -3.20], [3.82, 4.43, 2.80]],
  "de_lowest_kcal_mol": 27.38,
  "largest_force_ev_per_a": 4.08,
  "lumo_energy_ev": [0.24, -0.30],
  "orbital_gap_ev": [5.89, 6.69],
  "multiplicity": 3,
  "energy_ev": -196895.3038,
  "s_squared": 2.022,
  "e_homo_ev": [-5.66, -6.99]
}

---

Record 3
{
  "formula": "C23H29ClMnN4O3PSi",
  "method": "wB97M-V/def2-TZVPD",
  "elements": ["Mn", "Cl", "P", "Si", "O", "O", "O", "N", "N", "N", "N", "C", "C", "C", "C", "C", "C", "C", "C", "C", "C", "C", "C", "C", "C", "C", "C", "C", "C", "C", "C", "C", "C", "C", "H", "H", "H", "H", "H", "H", "H", "H", "H", "H", "H", "H", "H", "H", "H", "H", "H", "H", "H", "H", "H", "H", "H", "H", "H", "H", "H", "H", "H"],
  "positions_angstrom": [[-1.28, -0.36, 0.27], [-3.15, 6.74, -0.02], [1.82, -1.89, -0.36], [3.81, 1.92, -1.14], [-0.47, 1.45, -0.17], [2.80, -1.08, -1.13], [0.38, -1.46, -0.16], [-3.05, 0.46, 0.47], [3.83, -1.15, 1.28], [0.91, -3.37, -2.44], [-2.23, -1.98, 0.99], [-1.05, 5.12, -0.43], [-2.53, -4.20, 1.84], [-5.43, -0.28, 0.80], [-4.46, -2.78, 1.56], [1.72, -3.54, -1.17], [4.39, 0.94, -2.59], [-2.37, 5.22, -0.07], [3.81, 3.73, -1.48], [-0.41, 3.88, -0.47], [4.76, 1.53, 0.41], [0.84, 1.45, -0.48], [-2.46, 2.82, 0.21], [-1.12, 2.75, -0.15], [2.66, -2.11, 1.28], [-3.07, 4.08, 0.26], [-3.89, -4.01, 1.94], [-5.85, -2.51, 1.60], [-3.59, -1.78, 1.11], [2.01, 1.52, -0.75], [-1.75, -3.16, 1.35], [-3.33, 1.71, 0.54], [-4.08, -0.50, 0.79], [-6.31, -1.30, 1.21], [1.25, -4.30, -0.55], [5.44, 1.20, -2.79], [-5.84, 0.67, 0.48], [-4.32, 2.00, 0.87], [5.80, 1.85, 0.30], [4.33, 2.06, 1.27], [3.87, -0.75, 0.32], [2.72, -3.86, -1.46], [4.33, -0.14, -2.44], [3.61, 4.31, -0.57], [-4.53, -4.81, 2.30], [3.08, 4.01, -2.25], [4.72, -1.61, 1.48], [2.00, -1.89, 2.10], [-6.53, -3.29, 1.94], [0.03, -2.90, -2.23], [0.63, 3.81, -0.75], [3.81, 1.19, -3.49], [3.04, -3.13, 1.40], [4.78, 0.45, 0.64], [-7.38, -1.09, 1.22], [-0.49, 6.01, -0.69], [4.80, 4.03, -1.84], [0.71, -4.25, -2.90], [3.72, -0.39, 1.95], [-0.68, -3.28, 1.25], [-4.11, 4.15, 0.55], [1.41, -2.78, -3.11], [-2.07, -5.13, 2.14]],
  "de_lowest_kcal_mol": 0.00,
  "largest_force_ev_per_a": 1.63,
  "lumo_energy_ev": [-8.61, -8.75],
  "orbital_gap_ev": [7.67, 7.54],
  "multiplicity": 4,
  "energy_ev": -97410.0432,
  "charge": 3,
  "s_squared": 3.766,
  "e_homo_ev": [-16.28, -16.30]
}

---

Record 4
{
  "formula": "C4H9NO2",
  "method": "wB97M-V/def2-TZVPD",
  "elements": ["O", "O", "N", "C", "C", "C", "C", "H", "H", "H", "H", "H", "H", "H", "H", "H"],
  "positions_angstrom": [[-0.65, -1.47, 0.16], [-0.25, 0.63, 1.76], [1.95, 0.57, -0.54], [1.80, -0.41, -1.56], [-1.23, 0.79, 0.76], [1.97, 1.35, 0.33], [-1.74, -0.60, 0.39], [-0.81, 1.27, -0.14], [-2.34, -0.57, -0.53], [1.67, 0.09, -2.52], [-2.38, -1.00, 1.20], [0.91, -1.01, -1.31], [-2.06, 1.42, 1.12], [0.50, 1.23, 1.58], [2.69, -1.05, -1.58], [-0.03, -1.24, 0.88]],
  "de_lowest_kcal_mol": 63.22,
  "largest_force_ev_per_a": 1.18,
  "lumo_energy_ev": 0.86,
  "orbital_gap_ev": 11.17,
  "energy_ev": -9877.3191,
  "e_homo_ev": -10.31
}

---

Record 5
{
  "formula": "C20H33ClNO3PtS6SbSi",
  "method": "wB97M-V/def2-TZVPD",
  "elements": ["Pt", "Sb", "Cl", "S", "S", "S", "S", "S", "S", "Si", "O", "O", "O", "N", "C", "C", "C", "C", "C", "C", "C", "C", "C", "C", "C", "C", "C", "C", "C", "C", "C", "C", "C", "C", "H", "H", "H", "H", "H", "H", "H", "H", "H", "H", "H", "H", "H", "H", "H", "H", "H", "H", "H", "H", "H", "H", "H", "H", "H", "H", "H", "H", "H", "H", "H", "H", "H"],
  "positions_angstrom": [[2.25, 1.45, 1.45], [1.46, 3.77, 4.23], [3.34, 1.56, -5.51], [0.35, 2.97, 2.20], [1.33, 0.18, -0.49], [3.73, 2.20, 3.05], [-0.38, 3.85, 5.76], [3.27, -2.63, 3.31], [1.76, 6.03, 3.68], [-0.59, -0.48, 0.07], [-1.81, 0.28, -0.70], [-0.69, -0.17, 1.64], [-0.90, -2.04, -0.35], [2.07, -0.26, 2.54], [3.03, 2.65, -1.15], [2.62, -1.26, 2.84], [2.99, 3.03, 0.27], [-2.37, -1.62, 2.58], [4.06, 1.82, -1.61], [2.08, 3.10, -2.07], [0.47, -3.41, -1.75], [-1.24, -4.36, -0.17], [-2.24, 0.24, -2.04], [-1.74, -0.22, 2.58], [-0.20, -3.26, -0.38], [4.15, 1.46, -2.94], [-1.13, 0.08, 3.95], [-3.10, 1.49, -2.26], [-2.77, 0.85, 2.23], [-3.08, -1.02, -2.27], [2.17, 2.76, -3.40], [0.86, -3.33, 0.71], [-1.05, 0.25, -3.00], [3.21, 1.95, -3.83], [1.12, -2.55, -1.92], [-3.21, -1.67, 3.26], [-3.93, 1.49, -1.56], [-1.39, 0.30, -4.03], [-2.70, -1.87, 1.57], [-1.70, -4.24, 0.80], [-0.46, -0.65, -2.87], [-0.78, -5.34, -0.24], [4.02, 3.20, 0.62], [-3.49, 1.51, -3.27], [-1.61, -2.35, 2.89], [4.93, 0.80, -3.29], [-3.52, 0.93, 3.01], [-2.49, -1.90, -2.04], [1.27, 3.72, -1.72], [1.44, 3.12, -4.11], [-3.42, -1.06, -3.31], [-0.28, -3.44, -2.54], [-3.25, 0.62, 1.28], [-2.50, 2.37, -2.08], [-2.25, 1.81, 2.14], [-0.41, 1.10, -2.79], [-1.83, -0.15, 4.75], [0.41, -3.14, 1.68], [1.34, -4.30, 0.72], [-3.95, -1.02, -1.62], [-2.02, -4.29, -0.93], [1.06, -4.32, -1.79], [1.61, -2.56, 0.55], [4.78, 1.44, -0.90], [2.41, 3.94, 0.44], [-0.23, -0.52, 4.08], [-0.85, 1.13, 4.02]],
  "de_lowest_kcal_mol": 0.00,
  "largest_force_ev_per_a": 1.99,
  "lumo_energy_ev": [4.04, 2.45],
  "orbital_gap_ev": [6.05, 5.06],
  "multiplicity": 5,
  "energy_ev": -124111.5095,
  "charge": -2,
  "s_squared": 6.037,
  "e_homo_ev": [-2.01, -2.61]
}

---

Record 6
{
  "formula": "C3H9O",
  "method": "wB97M-V/def2-TZVPD",
  "elements": ["O", "C", "C", "C", "H", "H", "H", "H", "H", "H", "H", "H", "H"],
  "positions_angstrom": [[-3.38, -0.38, -0.22], [-0.35, -0.81, 0.10], [1.80, 0.64, 0.13], [0.37, 0.50, -0.29], [-0.26, 1.29, 0.00], [-0.57, -0.95, 1.19], [2.32, -0.31, 0.01], [2.38, 1.25, -0.65], [-3.74, -0.29, 0.67], [0.19, -1.63, -0.33], [-1.36, -0.82, -0.34], [0.38, 0.51, -1.34], [2.21, 0.99, 1.08]],
  "de_lowest_kcal_mol": 12.45,
  "largest_force_ev_per_a": 3.19,
  "lumo_energy_ev": 3.89,
  "orbital_gap_ev": 6.07,
  "energy_ev": -5303.3557,
  "charge": -1,
  "e_homo_ev": -2.17
}